# 1
{
  "formula": "C25H45N2P3RhSe2",
  "method": "ωB97M-V with the def2-TZVPD basis set",
  "max_force_ev_per_a": 2.78,
  "relative_energy_ev": 0.294,
  "multiplicity": 5,
  "orbital_gap_ha": [0.2092, 0.1659],
  "total_charge": 3,
  "energy_ev": -191176.0729,
  "species": ["Rh", "P", "P", "P", "H", "C", "C", "H", "C", "C", "C", "C", "C", "C", "C", "C", "C", "H", "H", "H", "H", "H", "H", "H", "H", "H", "H", "H", "H", "H", "H", "H", "H", "H", "H", "H", "H", "H", "H", "H", "H", "H", "H", "H", "H", "H", "C", "C", "C", "C", "C", "C", "Se", "H", "H", "H", "H", "H", "H", "C", "N", "C", "Se", "N", "C", "C", "C", "C", "C", "C", "H", "H", "H", "H", "H", "H", "H", "H"],
  "positions_angstrom": [[0.27823, -0.18315, 0.04352], [2.55003, -0.53990, 0.61028], [0.18908, 2.02653, 1.02710], [0.09811, -2.21573, -1.29308], [-0.24860, 1.85690, -1.71107], [-0.48383, 0.78910, -1.68461], [-1.56675, 0.35309, -0.85090], [-2.09283, 1.09249, -0.24742], [3.67386, 0.14930, -0.64880], [3.07571, 0.19489, 2.20357], [3.14245, -2.26899, 0.80707], [-1.28028, 3.09826, 0.71986], [0.32693, 2.16962, 2.85043], [1.54955, 3.03080, 0.30381], [-1.40158, -2.47166, -2.33785], [0.19375, -3.85443, -0.45848], [1.45156, -2.20625, -2.53180], [-0.28032, 0.23545, -2.60562], [-2.14341, -0.51662, -1.16508], [4.72139, -0.02838, -0.37474], [3.51422, 1.22659, -0.74893], [3.48244, -0.32339, -1.61783], [4.12965, -0.04849, 2.39495], [2.47429, -0.22718, 3.01715], [2.96494, 1.28302, 2.20368], [4.21594, -2.25341, 1.04289], [2.99524, -2.86047, -0.10137], [2.62522, -2.76223, 1.63807], [-1.11460, 4.10953, 1.11645], [-2.15095, 2.66160, 1.22455], [-1.49275, 3.17010, -0.35211], [0.68049, 3.17464, 3.12317], [1.01828, 1.42531, 3.25334], [-0.66279, 2.00383, 3.29309], [1.41956, 4.08677, 0.57366], [1.52555, 2.94920, -0.78924], [2.52776, 2.69493, 0.66169], [-1.28097, -3.36836, -2.96129], [-1.57451, -1.60743, -2.98763], [-2.27835, -2.61089, -1.69225], [0.25301, -4.65121, -1.21330], [-0.70588, -4.00851, 0.14879], [1.06502, -3.92059, 0.19912], [1.29818, -3.02471, -3.24662], [2.42698, -2.33522, -2.05237], [1.44805, -1.25621, -3.07864], [2.36311, 2.47401, -5.25672], [0.99940, 2.63630, -4.95645], [0.12325, 3.14912, -5.91253], [0.60011, 3.52972, -7.17465], [1.96360, 3.39120, -7.47356], [2.84470, 2.86992, -6.52298], [3.53816, 1.71259, -3.96078], [2.42578, 1.54706, -2.94470], [0.63349, 2.35244, -3.97128], [-0.93420, 3.25035, -5.66490], [-0.09115, 3.93310, -7.91725], [2.33743, 3.69054, -8.45301], [3.90489, 2.76122, -6.75097], [-3.10888, -2.61058, 1.86724], [-2.69223, -1.79066, 2.99485], [-1.43850, -1.31583, 3.21115], [0.04455, -1.70414, 2.17314], [-1.46885, -0.71961, 4.44386], [-2.73003, -0.85617, 5.03408], [-3.13584, -0.71102, 6.35511], [-4.40068, -1.20983, 6.70009], [-5.17492, -1.90890, 5.75466], [-4.71666, -2.10686, 4.45318], [-3.50685, -1.52826, 4.10118], [-4.03391, -2.19711, 1.44516], [-3.29734, -3.64735, 2.18284], [-2.31221, -2.59714, 1.11476], [-0.65474, -0.30706, 4.87564], [-2.47767, -0.22862, 7.07688], [-4.78543, -1.07967, 7.71110], [-6.14030, -2.31326, 6.05111], [-5.23509, -2.70403, 3.70853]],
  "mulliken_spin": [1.172, 0.144, 0.113, 0.134, -0.034, 0.411, 0.128, 0.006, 0.119, -0.003, -0.001, 0.006, 0.033, 0.070, 0.017, 0.039, 0.040, -0.052, 0.000, -0.001, -0.029, -0.019, 0.004, 0.000, 0.001, 0.004, 0.000, -0.002, 0.005, -0.002, 0.000, 0.003, 0.001, 0.001, 0.006, -0.025, 0.001, 0.006, -0.003, -0.005, 0.005, -0.002, -0.005, 0.004, 0.004, -0.019, 0.184, 0.016, 0.014, 0.190, 0.006, 0.079, 0.482, 0.020, 0.031, 0.004, 0.001, 0.004, -0.003, 0.004, 0.051, -0.002, 0.526, 0.033, 0.029, -0.009, 0.020, 0.014, -0.004, 0.025, 0.001, 0.000, 0.011, -0.003, -0.001, 0.001, 0.001, -0.001]
}

# 2
{
  "formula": "C25H45N8O9",
  "method": "ωB97M-V with the def2-TZVPD basis set",
  "max_force_ev_per_a": 14.68,
  "relative_energy_ev": 0.839,
  "multiplicity": 1,
  "orbital_gap_ha": 0.1522,
  "total_charge": 1,
  "energy_ev": -56968.2631,
  "species": ["C", "C", "C", "C", "C", "C", "N", "O", "C", "C", "C", "H", "H", "H", "H", "H", "H", "H", "H", "H", "H", "H", "H", "H", "H", "H", "H", "H", "H", "N", "C", "C", "C", "C", "H", "H", "H", "H", "H", "N", "C", "C", "C", "C", "H", "H", "H", "H", "H", "N", "C", "C", "C", "C", "H", "H", "H", "H", "H", "C", "N", "O", "O", "H", "H", "H", "C", "N", "O", "O", "H", "H", "H", "C", "N", "O", "O", "H", "H", "H", "C", "N", "O", "O", "H", "H", "H"],
  "positions_angstrom": [[-1.94159, -0.77692, 1.27334], [-2.12259, -0.50292, -0.23866], [-2.43859, 0.80708, -0.65466], [-1.27559, 1.89408, -0.65966], [-0.14359, 1.24108, -1.56266], [0.29041, -0.01892, -0.97566], [-0.82659, -1.07392, -0.86066], [-0.49559, -2.29792, -0.94266], [1.00541, 0.06108, 0.43934], [1.33141, -0.58792, -1.97466], [-3.15659, -1.43192, -0.80666], [-1.15059, -0.21392, 1.66934], [-1.54859, -1.80892, 1.50334], [-2.79359, -0.45692, 1.75634], [-3.30559, 1.19408, -0.12966], [-2.58259, 0.89808, -1.81566], [-0.84659, 2.27608, 0.21534], [-1.47959, 2.73308, -1.23866], [0.49441, 2.04308, -1.55266], [-0.54759, 1.14108, -2.73666], [0.88641, -0.71792, 1.19234], [0.74141, 0.90108, 1.12234], [2.00141, 0.02708, 0.25434], [1.80841, -1.69492, -1.80866], [2.12841, 0.21308, -2.01666], [0.88541, -0.61792, -3.07566], [-4.09359, -1.09692, -0.66366], [-3.10959, -2.35092, -0.29666], [-3.21759, -1.61892, -1.87466], [-4.70559, 0.75508, 3.47234], [-4.30959, 1.76708, 2.67434], [-2.85859, 2.15308, 3.00634], [-2.56559, 1.34108, 4.17734], [-3.87059, 0.53608, 4.47934], [-5.67359, 0.38908, 3.47034], [-4.93259, 2.12008, 1.78834], [-2.18359, 2.87908, 2.50034], [-1.53159, 1.42508, 4.80734], [-3.96659, -0.11892, 5.20734], [1.49241, 1.90408, 6.36334], [2.21341, 2.37708, 5.24934], [1.63241, 1.51908, 4.08234], [0.76241, 0.47508, 4.68234], [0.74541, 0.81808, 6.21734], [1.57741, 2.31408, 7.17534], [2.88241, 3.16708, 5.35234], [2.19041, 1.43608, 3.02634], [0.27841, -0.26392, 4.16634], [0.10341, 0.35808, 6.90834], [0.60441, 6.09808, 0.72734], [1.79841, 6.64308, -0.01866], [1.52341, 6.37108, -1.43866], [0.16141, 5.57708, -1.49766], [-0.35359, 5.46908, -0.08466], [0.36841, 6.19508, 1.69534], [2.54841, 7.09408, 0.70034], [2.09941, 6.60208, -2.37366], [-0.25159, 5.32108, -2.27966], [-1.03159, 4.89808, 0.17134], [-1.26559, -0.73992, -6.95666], [-2.27259, -0.80992, -5.81966], [-1.76759, -0.52792, -4.74966], [-3.36159, -1.22392, -5.97866], [-1.95559, -0.35092, -7.96066], [-1.01859, -1.74292, -6.97766], [-0.50959, -0.00392, -6.82266], [4.92941, -2.25792, -0.11166], [4.53141, -1.53192, 1.10134], [5.17741, -0.57592, 1.44434], [3.38941, -1.71392, 1.46734], [5.88841, -1.63792, -0.49266], [4.39841, -1.87692, -0.92566], [4.98741, -3.18692, -0.05266], [0.72241, -4.53992, -4.10266], [0.15441, -3.75192, -5.23766], [-1.08059, -3.80492, -5.33766], [0.82341, -2.96492, -5.80566], [1.19641, -5.63692, -4.48766], [-0.19959, -4.64592, -3.14866], [1.37241, -3.91692, -3.55166], [2.57241, -5.71992, 1.44334], [2.04341, -5.24492, 0.26134], [2.49041, -4.20992, -0.33366], [1.13641, -5.85092, -0.26366], [3.40741, -5.00992, 1.92334], [3.13041, -6.44092, 1.28334], [1.83541, -5.86392, 2.24334]],
  "lowdin_charge": [0.039, -0.452, -0.112, -0.116, -0.139, -0.427, 0.088, 0.188, 0.022, -0.043, -0.007, 0.043, 0.133, 0.056, 0.125, 0.172, 0.076, 0.082, 0.096, 0.193, 0.088, 0.095, 0.033, 0.124, 0.110, 0.118, 0.065, 0.084, 0.115, -0.049, -0.151, -0.094, -0.067, -0.097, 0.179, 0.115, 0.080, 0.104, 0.042, -0.026, -0.038, -0.081, -0.086, -0.087, 0.080, 0.065, 0.105, 0.021, 0.085, -0.026, -0.063, -0.057, -0.018, -0.074, 0.117, 0.106, 0.085, -0.041, -0.014, 0.053, -0.477, -0.004, 0.108, 0.181, 0.028, 0.073, 0.055, -0.426, 0.086, 0.034, 0.168, 0.071, 0.000, 0.012, -0.462, 0.030, 0.086, 0.170, 0.183, 0.028, 0.025, -0.409, 0.010, 0.091, 0.168, 0.016, 0.134]
}

One value per record, in order, for molecular weight: 727.40; 601.68 g/mol.